[1]
Computed, not measured: an isolated molecule of C27H34N4O5S, with ωB97M-V/def2-TZVPD.

Each line ends with the natural charge from an NBO analysis.
Geometry (Å):
C 4.880 3.842 0.933  -0.606
C 3.841 3.554 -0.144  -0.388
C 2.546 2.954 0.406  -0.408
C 1.698 3.959 1.182  -0.399
C 0.475 3.326 1.850  -0.383
C -0.470 2.587 0.901  -0.401
C -1.027 3.482 -0.204  -0.413
C -2.141 2.817 -1.013  -0.375
H -2.746 2.191 -0.361  0.223
H -2.799 3.584 -1.425  0.213
C -1.639 1.990 -2.211  -0.459
C -0.738 0.869 -1.828  0.513
N 0.541 1.021 -1.940  -0.508
C 1.328 -0.001 -1.561  0.069
C 0.874 -1.220 -1.069  -0.240
C 1.940 -2.102 -0.735  -0.019
C 3.154 -1.546 -0.981  -0.205
S 3.055 0.070 -1.622  0.449
C 4.441 -2.242 -0.690  -0.092
O 4.241 -3.599 -0.382  -0.530
C 3.145 -3.888 0.491  0.273
C 3.290 -3.169 1.837  -0.650
H 2.574 -3.575 2.546  0.219
H 3.105 -2.102 1.737  0.215
H 4.294 -3.318 2.230  0.217
C 3.194 -5.401 0.697  -0.610
H 4.096 -5.672 1.239  0.215
H 2.324 -5.733 1.256  0.209
H 3.213 -5.899 -0.269  0.218
C 1.820 -3.483 -0.184  -0.448
H 1.601 -4.175 -1.002  0.226
H 0.992 -3.534 0.523  0.238
H 4.967 -1.724 0.130  0.178
H 5.099 -2.232 -1.565  0.207
C -0.538 -1.434 -0.970  0.658
O -1.135 -2.432 -0.611  -0.634
N -1.285 -0.309 -1.393  -0.275
N -2.663 -0.490 -1.327  -0.453
C -3.270 -0.484 -0.094  0.708
O -2.823 0.073 0.874  -0.563
C -4.533 -1.297 -0.056  -0.142
C -4.421 -2.676 0.072  -0.183
C -5.558 -3.449 0.242  -0.172
C -6.813 -2.858 0.297  -0.202
C -6.938 -1.488 0.168  -0.197
C -5.798 -0.717 -0.014  0.100
N -5.924 0.703 -0.211  0.521
O -6.950 1.236 0.144  -0.360
O -4.994 1.268 -0.750  -0.376
H -7.900 -0.999 0.196  0.249
H -7.693 -3.466 0.437  0.226
H -5.464 -4.520 0.338  0.224
H -3.439 -3.126 0.047  0.257
H -3.022 -1.151 -2.009  0.402
H -2.510 1.594 -2.735  0.231
H -1.073 2.641 -2.879  0.236
H -1.429 4.384 0.263  0.204
H -0.225 3.783 -0.879  0.199
H 0.052 1.735 0.468  0.192
H -1.303 2.188 1.485  0.219
H -0.084 4.113 2.363  0.196
H 0.817 2.619 2.611  0.198
H 2.303 4.420 1.965  0.198
H 1.378 4.755 0.507  0.194
H 2.791 2.109 1.055  0.191
H 1.965 2.575 -0.435  0.211
H 3.608 4.477 -0.681  0.193
H 4.268 2.852 -0.865  0.197
H 5.798 4.215 0.484  0.207
H 4.521 4.590 1.636  0.200
H 5.114 2.935 1.487  0.198

As for the molar mass: 526.66 g mol⁻¹. For the relative energy (zero: lowest compared OMol25 entry of this formula, charge and spin), the calculation gives 99.6 kcal per mole. As for the total charge: 0. The value obtained for the HOMO energy is -8.3 eV. Its structure (SMILES) is CCCCCCCCCc1nc2sc3c(c2c(=O)n1NC(=O)c1ccccc1[N+](=O)[O-])CC(C)(C)OC3.

[2]
Computed, not measured: a structure of composition C38H32BN11O3V, with ωB97M-V/def2-TZVPD.

Each line ends with the Mulliken spin population.
Geometry (Å):
V 0.114 0.088 -0.734  2.024
C 1.081 -1.511 -4.810  0.004
O 1.336 -2.847 -4.388  0.000
C 0.571 -3.403 -3.398  -0.001
C 0.376 -4.764 -3.511  0.005
C -0.328 -5.495 -2.551  0.002
C -0.847 -4.825 -1.470  0.004
C -0.660 -3.443 -1.323  0.016
C -1.243 -2.809 -0.165  0.030
N -1.122 -1.578 0.160  -0.009
N -1.853 -1.226 1.292  0.007
C -1.820 0.069 1.424  0.012
O -1.228 0.861 0.609  -0.021
C -2.535 0.679 2.578  0.003
C -3.310 -0.087 3.444  -0.001
C -3.932 0.507 4.530  0.000
C -3.784 1.870 4.761  0.000
C -3.013 2.636 3.897  0.000
C -2.389 2.043 2.809  0.002
C 0.065 -2.681 -2.273  -0.006
O 0.285 -1.413 -2.126  -0.012
H 1.483 -1.440 -5.821  0.000
H 1.568 -0.789 -4.165  -0.002
H 0.008 -1.301 -4.833  0.000
H 0.801 -5.252 -4.380  0.000
H -0.461 -6.562 -2.664  0.001
H -1.405 -5.355 -0.705  0.000
H -1.862 -3.429 0.486  -0.002
H -3.403 -1.148 3.254  0.000
H -4.531 -0.094 5.205  0.000
H -4.266 2.332 5.614  0.000
H -2.884 3.696 4.081  0.000
H -1.753 2.609 2.142  0.002
C 1.062 4.208 0.372  0.005
C 0.418 3.155 -0.284  0.034
N 0.933 1.993 0.084  -0.048
N 1.904 2.257 0.969  0.003
C 2.005 3.588 1.159  0.005
B 2.672 1.205 1.776  0.027
N 2.815 -0.133 1.015  -0.015
C 3.811 -1.008 1.239  0.014
C 3.472 -2.218 0.683  -0.002
C 2.214 -1.994 0.121  0.035
N 1.819 -0.742 0.327  -0.028
N 1.969 0.964 3.131  -0.006
C 2.453 0.259 4.181  -0.001
C 1.440 0.117 5.098  0.000
C 0.349 0.780 4.503  0.000
N 0.671 1.272 3.319  0.002
N 4.085 1.750 2.073  0.001
C 4.484 2.462 3.154  0.000
C 5.729 2.978 2.885  0.000
C 6.008 2.527 1.581  0.000
N 5.018 1.800 1.097  0.000
H 0.880 5.264 0.276  0.000
H -0.384 3.183 -1.004  -0.006
H 2.739 3.996 1.833  0.001
H 4.697 -0.703 1.769  0.001
H 4.052 -3.124 0.666  0.000
H 1.596 -2.679 -0.431  -0.002
H 3.472 -0.095 4.188  0.000
H 1.481 -0.385 6.050  0.000
H -0.655 0.908 4.880  0.000
H 3.856 2.548 4.025  0.000
H 6.343 3.581 3.533  0.000
H 6.888 2.700 0.979  0.000
C -3.601 1.050 -2.959  -0.003
C -3.132 1.584 -4.151  0.007
C -1.773 1.752 -4.329  -0.005
C -0.890 1.379 -3.314  0.001
N -1.363 0.867 -2.163  -0.049
C -2.674 0.708 -1.993  0.027
C 0.577 1.496 -3.387  0.021
C 1.227 2.060 -4.489  -0.004
C 2.608 2.101 -4.525  0.004
C 3.337 1.587 -3.454  -0.003
C 2.683 1.043 -2.358  -0.018
C 1.288 0.975 -2.297  -0.061
H -4.656 0.900 -2.780  0.000
H -3.822 1.866 -4.936  0.000
H -1.392 2.161 -5.254  0.000
H -2.976 0.294 -1.040  -0.001
H 0.667 2.467 -5.324  0.000
H 3.117 2.534 -5.378  0.000
H 4.421 1.621 -3.475  0.000
H 3.281 0.671 -1.531  0.004

As for the molar mass: 752.50 g mol⁻¹. For the relative energy (zero: lowest compared OMol25 entry of this formula, charge and spin), the calculation gives 2.3 kcal per mole. As for the spin multiplicity: 3. As for the total charge: -1. The value obtained for the HOMO energy (spin up / spin down) is -4.5 / -4.7 eV.

no.,E_tot (Ha),maximum force (eV/A)
1,-2042.6202,1.327
2,-3264.4378,0.294